25
Properties=species:S:1:pos:R:3 method="wB97M-V/def2-TZVPD" homo_lumo_gap_ev="6.4 / 7.7" s2=2.06 total_energy_ev=-14574.10586 homo_ev="-7.309 / -10.003" multiplicity=3 charge=0
C 0.52221 2.25329 2.64386
C 0.89920 -0.12242 3.22815
C -1.16168 -1.12161 0.53402
C -1.24142 -1.28600 -0.86101
C -0.43841 0.02089 0.78454
C 0.33663 0.96296 2.64619
C -0.57835 -0.15068 -1.58238
C 0.25010 0.59877 -0.47222
C -1.71110 -2.42302 -1.57665
C 0.42436 2.07983 -0.42005
C 1.66237 -0.05358 -0.49734
N 0.55854 3.38138 2.90091
N 1.32360 -1.07298 3.69985
H -1.61589 -1.71910 1.20509
H -0.03667 -0.51130 -2.40148
H -1.47835 0.55781 -1.91971
H -0.83456 -3.16754 -1.62789
H -2.07463 -2.05524 -2.65723
H -2.35973 -2.99772 -0.98291
H -0.49270 2.43944 0.12785
H 0.65237 2.61879 -1.44010
H 1.25110 2.34739 0.22109
H 2.22836 0.38207 -1.29867
H 1.67450 -1.15416 -0.65413
H 2.24014 0.19272 0.40023



35
Properties=species:S:1:pos:R:3 method="wB97M-V/def2-TZVPD" homo_lumo_gap_ev="6.9 / 7.5" s2=0.76 total_energy_ev=-52785.54735 homo_ev="-8.403 / -8.744" multiplicity=2 charge=0
Tc -0.95532 -0.40916 0.19659
O 0.75390 4.01667 2.16067
C 0.36428 2.94436 1.46498
O 1.06680 2.38496 0.66389
C -1.02279 2.53848 1.88348
O -1.66987 1.71976 0.92273
C -3.03325 1.52154 1.34763
C -3.71442 0.42334 0.55025
O -4.91149 0.43353 0.45093
O -2.92075 -0.50953 0.05869
H 1.67198 4.21000 1.91947
H -1.60844 3.44446 2.05166
H -0.93162 2.00759 2.84011
H -3.58514 2.45296 1.23193
H -3.04041 1.21432 2.39738
S -0.79138 -2.47098 -0.63563
C 0.41648 -2.29083 -1.90105
C 1.09440 -3.39101 -2.43540
C 2.00786 -3.21382 -3.45513
C 2.26769 -1.93336 -3.95447
C 1.60602 -0.84082 -3.43130
C 0.66579 -1.01499 -2.41167
S -0.23531 0.35913 -1.76840
H 0.88984 -4.37796 -2.03896
H 2.52799 -4.06791 -3.86808
H 2.98517 -1.80128 -4.75325
H 1.79712 0.15733 -3.80634
N 1.21418 -0.47221 0.61513
N 1.45396 -0.71993 1.98232
C 0.36104 -0.45311 2.81732
O 0.51263 -0.24877 3.99666
O -0.78350 -0.46330 2.17236
H 1.63335 -1.20659 0.05347
H 1.58028 0.43684 0.33852
H 2.33293 -0.37969 2.34348



26
Properties=species:S:1:pos:R:3 method="wB97M-V/def2-TZVPD" homo_lumo_gap_ev=7.0 total_energy_ev=-16061.71023 homo_ev=-12.713 charge=+1
C 0.64083 0.83757 0.23522
C -0.08964 -5.70098 0.28306
C -0.03954 -5.63399 1.67595
C -0.06798 -4.56763 -0.50945
C 0.03901 -4.43149 2.35846
C 0.18378 -1.40302 0.68628
C 0.02659 -3.35957 0.15882
C 0.08002 -3.29146 1.57747
C 0.23493 3.17533 -2.12132
C -0.55880 3.96258 0.15788
C 0.53115 3.23034 -0.62367
N 0.12834 -2.05757 -0.36965
N 0.61373 1.91926 -0.14395
N 0.20717 -1.92092 1.89552
H -0.13910 -6.66931 -0.19161
H -0.05736 -6.55381 2.23975
H -0.10309 -4.60854 -1.58434
H 0.08285 -4.39345 3.43361
H 0.96502 2.55886 -2.64304
H 0.28064 4.18147 -2.52696
H -0.75868 2.77073 -2.29883
H -1.50569 3.42981 0.07946
H -0.29719 4.06180 1.20991
H -0.68459 4.95645 -0.25934
H 1.51106 3.69092 -0.44629
H 0.21974 -1.49101 2.80442



Taking the records one at a time from the top gives energy above the lowest of the compared OMol25 structures with the same formula, charge and spin values of 24.7, 0.0, 105.0 kcal per mole.